Molecular formula: C21H22FNO
Method: DFT, the ωB97M-V functional and the def2-TZVPD basis

Last column: Löwdin charge in e.
CARTESIAN COORDINATES (ANGSTROEM)
F 1.67032 -3.35872 2.35127  -0.05
C 1.75539 -1.97703 1.81551  -0.34
C 1.23739 -0.97512 2.53752  -0.03
C 1.44132 0.26762 2.15112  -0.01
C 2.16451 0.57624 0.89007  -0.21
C 2.44952 -0.61541 0.21364  0.00
C 2.34371 -1.95542 0.78504  -0.06
H 2.72817 -2.72393 -0.14161  0.21
H 2.86282 -0.41114 -0.94582  0.17
C 2.12734 1.94850 0.44516  -0.10
N 2.04053 1.87033 -1.12527  -0.07
H 2.94050 2.52177 -1.41813  0.20
C 1.13280 2.48572 -1.66808  -0.29
C -0.15673 1.22238 -1.85579  0.01
H 0.57621 0.33474 -2.12050  0.15
H -0.73065 1.38306 -2.56255  0.00
C -0.89776 1.09734 -0.46964  -0.25
C -1.64679 2.25326 -0.09779  -0.32
C -2.60081 3.17214 -0.97367  0.06
C -2.93004 4.08929 0.11729  -0.10
C -2.05251 3.86677 1.11858  -0.16
O -1.52536 2.60020 1.11416  0.09
H -2.16413 4.35892 2.09109  0.12
H -3.61254 4.87435 -0.01286  0.08
H -2.87792 2.95652 -2.13550  0.15
H -0.40395 0.74948 0.20698  0.03
C -1.89631 0.00406 -0.79580  -0.14
C -1.50685 -1.44119 -1.17052  -0.19
C -1.17097 -2.27749 0.20376  -0.01
C -0.60445 -3.41496 0.05473  -0.09
C -0.26375 -3.95712 -1.37317  -0.01
C -0.33562 -3.17516 -2.47564  -0.04
C -1.08754 -1.91779 -2.29627  -0.08
H -1.11561 -1.31985 -3.10986  0.07
H -0.10702 -3.56082 -3.32210  0.03
H 0.06368 -4.94848 -1.45032  0.07
H -0.31787 -3.99441 0.72202  0.01
H -1.61180 -1.86788 1.25493  0.16
H -2.78134 -0.11701 -0.10083  0.12
H -2.66288 0.03040 -1.81796  0.18
H 0.38153 3.31710 -1.02934  0.19
H 1.07844 2.51443 -2.54313  -0.01
H 1.33207 2.42421 0.89807  0.08
H 3.13856 2.27726 0.96823  0.17
H 1.10292 0.90812 2.68714  0.02
H 0.93182 -1.14750 3.61959  0.17

- E_HOMO (eV) = -7.7090
- calculated total energy (eV) = -28371.161
- molar mass (g/mol) = 323.41
- spin multiplicity = 1

Molecular formula: C21H22GdN3O4SSe2
Method: DFT, the ωB97M-V functional and the def2-TZVPD basis

Last column: Löwdin spin population.
CARTESIAN COORDINATES (ANGSTROEM)
Gd -6.53519 -3.62761 12.81548  6.81
C -10.70707 -2.73781 11.28420  0.00
C -9.62929 -1.66076 11.11509  0.00
C -8.70008 -1.97124 9.92412  0.00
C -8.85175 -1.45072 12.40860  0.00
C -7.53316 -0.95652 12.43612  -0.01
C -6.89389 -0.65796 13.66009  -0.01
C -7.57189 -0.78181 14.88988  0.00
C -6.91323 -0.51967 16.24076  0.00
C -8.95255 -1.09429 14.83698  0.00
C -9.55582 -1.47430 13.62592  0.00
H -11.02732 -3.11968 10.30500  0.00
H -11.60115 -2.35732 11.78756  0.00
H -10.33703 -3.58149 11.88515  0.00
H -10.11799 -0.67926 10.94836  0.00
H -8.12465 -2.88913 10.14238  0.00
H -8.01845 -1.14528 9.67459  0.00
H -9.30114 -2.14265 9.02677  0.00
H -6.96614 -0.89214 11.50046  0.00
H -5.82835 -0.38579 13.69544  0.00
H -6.89839 -1.38282 16.90174  0.00
H -7.49065 0.23740 16.76795  0.00
H -5.87894 -0.15507 16.11905  0.00
H -9.51588 -1.15391 15.77544  0.00
H -10.59335 -1.83998 13.67338  0.00
S -4.49204 -2.71432 11.01503  0.15
C -3.92194 -4.21964 11.54577  0.01
C -2.86175 -4.86230 10.87056  0.01
C -2.31636 -5.97994 11.44870  0.00
C -2.87631 -6.48146 12.61781  0.00
C -3.98190 -5.89555 13.17014  0.00
N -4.46309 -4.72903 12.69826  0.02
H -2.49535 -4.44614 9.91042  0.00
H -1.49948 -6.48795 10.95287  0.00
H -2.45102 -7.37031 13.09486  0.00
H -4.51849 -6.36674 13.99257  0.00
Se -7.43481 -4.82801 16.02903  0.00
N -6.21705 -3.68545 15.16899  -0.01
C -5.06624 -3.60929 15.85805  0.00
C -3.95181 -2.76454 15.62181  0.00
C -2.83682 -2.94385 16.42594  0.00
C -2.78055 -3.84946 17.53075  0.00
C -3.84913 -4.61948 17.87569  0.00
C -5.01840 -4.53717 17.04631  0.00
N -6.10041 -5.29915 17.21512  0.00
H -3.92257 -2.10222 14.74344  0.00
H -1.95294 -2.36477 16.19523  0.00
H -1.82449 -3.87337 18.08949  0.00
H -3.85036 -5.32547 18.70054  0.00
O -7.67857 -5.10539 11.35783  0.02
Se -8.46329 -5.98914 12.77480  0.00
O -9.63381 -7.10192 12.60325  0.00
O -8.92833 -4.50752 13.67692  -0.01
O -6.97853 -6.35832 13.67628  -0.01

- E_HOMO (spin up / spin down) (eV) = -8.5111 / -8.4484
- calculated total energy (eV) = -197154.765
- molar mass (g/mol) = 727.66
- expectation value of S² = 16.05
- spin multiplicity = 8

Molecular formula: C21H22IrNS
Method: DFT, the ωB97M-V functional and the def2-TZVPD basis

Last column: Löwdin spin population.
CARTESIAN COORDINATES (ANGSTROEM)
Ir -0.00404 -0.21964 -0.71790  0.14
C -1.19650 1.48348 -1.17457  0.00
C -2.08787 0.49703 -0.63676  0.00
C -1.99356 -0.64297 -1.49020  -0.01
C -1.13809 -0.31290 -2.62249  0.01
C -0.66152 0.99556 -2.44105  0.00
C 0.26243 1.76970 -3.31814  0.00
C -0.80730 -1.26739 -3.71937  0.00
C -2.74816 -1.92224 -1.32531  0.00
C -3.07044 0.71773 0.46465  0.00
C -0.98259 2.85084 -0.62019  0.00
H -0.29908 2.53834 -3.85288  0.00
H 0.75508 1.13353 -4.04927  0.00
H 1.03536 2.26519 -2.73039  0.00
H -1.65360 -1.34881 -4.40499  0.00
H -0.60299 -2.26065 -3.31981  0.00
H 0.06290 -0.94433 -4.28491  0.00
H -2.09802 -2.73210 -0.99166  0.00
H -3.17817 -2.22672 -2.28026  0.00
H -3.55819 -1.81254 -0.60823  0.00
H -3.96155 1.20309 0.06252  0.00
H -2.66216 1.35423 1.24780  0.00
H -3.38982 -0.21413 0.92562  0.00
H -1.43015 3.59079 -1.28782  0.00
H 0.07926 3.08415 -0.54120  0.00
H -1.43520 2.95647 0.36205  0.00
C 3.88188 0.11319 3.56311  0.03
C 3.87787 0.32887 2.19459  0.07
C 2.73109 0.10070 1.43540  0.08
C 1.55237 -0.37356 2.01387  0.01
C 0.35224 -0.62369 1.24347  0.14
C -0.74543 -1.15611 1.99688  0.12
C -0.73136 -1.37534 3.35190  0.04
C 0.42321 -1.08321 4.07621  0.20
C 1.56811 -0.59505 3.42462  0.00
C 2.72655 -0.34534 4.17681  0.11
H 4.77515 0.30213 4.14194  0.00
H 4.77251 0.68310 1.70011  0.00
H 2.76585 0.28995 0.37575  0.00
H -1.63850 -1.42589 1.45001  0.00
H -1.60447 -1.77426 3.85000  0.00
H 0.45817 -1.23941 5.14736  0.01
H 2.70424 -0.52233 5.24463  0.00
S 4.28108 -0.53978 -2.61911  0.04
C 2.84321 -0.62170 -1.95440  0.01
N 1.77015 -0.67802 -1.45838  0.02

- net charge = +1
- E_HOMO (spin up / spin down) (eV) = -11.0077 / -10.9412
- calculated total energy (eV) = -37291.801
- molar mass (g/mol) = 512.70
- expectation value of S² = 0.79
- spin multiplicity = 2

Molecular formula: C21H22N2O3
Method: DFT, the ωB97M-V functional and the def2-TZVPD basis

Last column: Löwdin charge in e.
CARTESIAN COORDINATES (ANGSTROEM)
C 2.60822 1.70445 1.77561  -0.03
C 1.61626 1.06985 0.80662  -0.35
N 0.43672 1.90319 0.68451  0.11
C -0.80356 1.48303 0.99495  -0.49
O -1.04302 0.37495 1.43628  0.07
C -1.89859 2.51353 0.75501  -0.09
H -2.82848 2.07893 1.12519  0.12
H -1.68634 3.40476 1.34955  0.12
C -2.06906 2.91465 -0.71761  -0.16
H -3.06354 3.34849 -0.82895  0.11
C -1.92259 1.74150 -1.69865  -0.11
N -2.45859 0.50580 -1.17871  0.04
C -3.75726 0.33833 -0.72408  -0.36
O -4.62947 1.16811 -0.79729  0.13
C -3.80425 -1.03606 -0.17081  -0.07
C -4.83407 -1.72667 0.43185  0.01
C -4.56989 -3.01638 0.88254  -0.06
C -3.31510 -3.58518 0.73172  -0.06
C -2.27686 -2.88817 0.12148  0.01
C -2.54017 -1.61147 -0.32554  -0.08
C -1.66725 -0.62262 -0.99187  -0.36
O -0.52711 -0.72338 -1.37010  0.12
H -1.29686 -3.32347 0.00610  0.12
H -3.13927 -4.58589 1.09771  0.11
H -5.35505 -3.58165 1.36252  0.11
H -5.80711 -1.27568 0.55049  0.12
H -2.42739 1.98899 -2.63832  0.13
H -0.86854 1.53851 -1.90910  0.12
H -1.33820 3.67564 -0.99888  0.11
H 0.57002 2.83607 0.32696  0.15
H 1.26236 0.11425 1.20559  0.15
C 2.24193 0.83491 -0.57937  -0.11
C 3.29659 -0.23073 -0.51578  -0.24
C 2.91395 -1.56638 -0.47530  -0.03
C 3.86431 -2.56627 -0.38420  -0.08
C 5.21066 -2.24343 -0.33355  -0.10
C 5.60032 -0.91653 -0.37903  -0.09
C 4.64752 0.08402 -0.46846  -0.05
H 4.95924 1.11876 -0.50682  0.11
H 6.64925 -0.65892 -0.34499  0.10
H 5.95406 -3.02406 -0.26317  0.10
H 3.55724 -3.60174 -0.35538  0.10
H 1.86315 -1.81030 -0.52763  0.11
H 2.66470 1.77161 -0.95138  0.12
H 1.44902 0.50519 -1.25262  0.10
H 2.94326 2.67072 1.40115  0.08
H 3.47356 1.05820 1.89287  0.08
H 2.14529 1.84853 2.74890  0.08

- E_HOMO (eV) = -8.9174
- calculated total energy (eV) = -31258.999
- molar mass (g/mol) = 350.42
- spin multiplicity = 1

Molecular formula: C21H22N2O3
Method: DFT, the ωB97M-V functional and the def2-TZVPD basis

Last column: Löwdin charge in e.
CARTESIAN COORDINATES (ANGSTROEM)
C 2.45259 -5.47922 3.57044  -0.06
C 1.85963 -5.88496 2.22401  -0.25
O 0.50588 -5.50295 2.08731  -0.05
C 0.18686 -4.20453 1.83880  -0.27
C 1.09065 -3.17951 1.57659  -0.02
C 0.63091 -1.90089 1.31895  -0.02
C -0.72850 -1.61497 1.31936  -0.22
C -1.63681 -2.63802 1.57742  0.00
C -1.17899 -3.91172 1.83203  0.01
H -1.87182 -4.71317 2.03213  0.12
H -2.69294 -2.42856 1.57786  0.10
N -1.11804 -0.29116 1.06121  0.14
C -2.36310 0.22650 0.97271  -0.45
O -3.40255 -0.37080 1.13117  0.07
C -2.35667 1.73961 0.66226  -0.03
N -1.28853 2.13377 -0.20686  -0.06
C -0.17763 2.82059 0.14405  0.01
C 0.67353 2.97154 -0.93108  -0.09
C 0.03285 2.31201 -2.03846  -0.10
C 0.34344 2.08557 -3.37989  -0.02
C -0.53976 1.36823 -4.15759  -0.09
C -1.73046 0.85891 -3.63800  -0.08
C -2.06972 1.06265 -2.31820  0.00
C -1.18596 1.79345 -1.53603  -0.17
H -2.98325 0.66296 -1.90561  0.11
H -2.39133 0.29626 -4.27939  0.10
H -0.30521 1.19092 -5.19672  0.10
H 1.25554 2.45847 -3.81556  0.09
C 1.94396 3.68206 -0.80009  -0.37
O 2.32580 4.08036 0.28372  0.08
C 2.75047 3.89230 -2.06520  -0.18
C 4.00109 4.72243 -1.81052  -0.10
H 3.72870 5.70340 -1.42953  0.08
H 4.62750 4.23667 -1.06670  0.08
H 4.57163 4.84581 -2.72795  0.07
H 3.02423 2.90837 -2.45465  0.12
H 2.10960 4.38168 -2.80213  0.12
H -0.03590 3.19438 1.14078  0.14
H -2.26738 2.27937 1.60975  0.14
H -3.32569 1.98635 0.21788  0.14
H -0.34283 0.33967 0.89940  0.14
H 1.34520 -1.11445 1.11629  0.11
H 2.15434 -3.35599 1.56383  0.11
H 1.84094 -6.97533 2.14180  0.12
H 2.46070 -5.48878 1.39612  0.11
H 2.45255 -4.39815 3.68622  0.07
H 3.47361 -5.84304 3.64594  0.08
H 1.86314 -5.90971 4.37592  0.08

- E_HOMO (eV) = -8.0543
- calculated total energy (eV) = -31257.571
- molar mass (g/mol) = 350.42
- spin multiplicity = 1

Molecular formula: C21H22N2O5
Method: DFT, the ωB97M-V functional and the def2-TZVPD basis

Last column: Löwdin charge in e.
CARTESIAN COORDINATES (ANGSTROEM)
C -0.34762 0.96979 3.66241  -0.05
C 1.12040 1.18980 4.01606  -0.24
O 1.71980 2.19609 3.22336  -0.05
C 2.07540 1.93773 1.93994  -0.26
C 2.04930 0.69925 1.32532  0.03
C 2.46676 0.54016 -0.00441  -0.10
C 2.92368 1.66973 -0.70226  -0.19
C 2.94626 2.92063 -0.08193  0.03
C 2.52774 3.05353 1.21642  0.02
H 2.54278 4.00980 1.71330  0.12
H 3.30100 3.76665 -0.64777  0.13
O 3.35847 1.61875 -1.98144  0.13
C 3.42484 0.44334 -2.67454  -0.45
O 3.84267 0.46279 -3.80498  0.12
C 2.96901 -0.74212 -1.97235  0.06
C 2.48192 -0.72351 -0.71062  -0.12
C 1.97615 -2.01514 -0.09766  -0.12
N 0.58741 -2.36173 -0.32133  -0.16
C -0.43156 -1.65879 0.41857  -0.14
H -1.28577 -2.34099 0.51588  0.13
C -0.93115 -0.37601 -0.27555  -0.11
N -1.40188 -0.71819 -1.59606  -0.03
C -2.68767 -0.79923 -2.02190  -0.39
O -2.97933 -1.35958 -3.06919  0.06
C -3.76894 -0.16622 -1.24294  -0.17
C -5.11121 -0.34987 -1.46543  0.01
C -5.78809 0.48482 -0.55208  -0.05
C -4.81749 1.12487 0.15585  -0.10
O -3.59734 0.74089 -0.24864  0.02
H -4.86240 1.85136 0.94350  0.12
H -6.84666 0.59667 -0.44051  0.10
H -5.53594 -1.00472 -2.19714  0.12
C -0.36814 -1.34670 -2.39742  -0.10
C 0.16180 -2.60073 -1.68530  -0.14
H -0.65008 -3.33642 -1.64453  0.13
H 0.98624 -3.03168 -2.25266  0.12
H 0.43438 -0.62083 -2.55903  0.12
H -0.80849 -1.61979 -3.35702  0.12
H -0.11223 0.34596 -0.37564  0.12
H -1.72278 0.07699 0.31430  0.11
H -0.06675 -1.43338 1.42095  0.10
H 2.56805 -2.83426 -0.51883  0.13
H 2.14127 -2.01465 0.98183  0.12
H 3.03621 -1.65715 -2.54034  0.13
H 1.71770 -0.16921 1.86747  0.09
H 1.20325 1.56735 5.03860  0.13
H 1.68739 0.25303 3.95168  0.12
H -0.76861 0.19764 4.30025  0.08
H -0.45695 0.67117 2.62252  0.05
H -0.90284 1.89212 3.81129  0.08

- E_HOMO (eV) = -8.3489
- calculated total energy (eV) = -35351.030
- molar mass (g/mol) = 382.42
- spin multiplicity = 1